Entry 1:
DFT (the ωB97M-V functional and the def2-TZVPD basis) results for a cluster of 2 separate species, C3H10N2S in total at a distorted geometry.

Last column: natural (NBO) charge in e.
Positions of all 16 atoms, in Å:
S 0.763 -0.893 -0.116  1.062
N 1.469 -2.008 -0.939  -1.192
N -2.336 0.164 0.754  -0.605
C 2.131 -0.228 0.953  -0.787
C -3.279 0.910 0.422  -0.033
C 0.752 0.555 -1.279  -0.791
H -0.288 0.817 -1.444  0.227
H 1.789 0.683 1.435  0.211
H 3.002 -0.050 0.335  0.227
H -3.250 1.353 -0.568  0.155
H -4.155 1.169 1.026  0.144
H 2.356 -0.983 1.698  0.227
H 1.286 1.400 -0.861  0.214
H -2.391 -0.241 1.686  0.339
H 0.942 -2.869 -0.897  0.357
H 1.210 0.221 -2.204  0.246

Summary:
Molar mass ... 106.19 g mol⁻¹
ΔE to the lowest compared entry with this formula, charge and spin ... 261.3 kJ/mol
Highest occupied orbital energy ... -8.2 eV
DFT total energy ... -627.895087 Eh
Kohn-Sham gap ... 9.0978 eV

***

Entry 2:
DFT (the ωB97M-V functional and the def2-TZVPD basis) results for an isolated molecule of C5H8O.

Last column: natural (NBO) charge in e.
Positions of all 14 atoms, in Å:
O -1.342 1.149 0.466  -0.817
C -1.968 -0.096 0.575  -0.046
C -1.308 -0.851 -0.599  -0.506
C 2.522 0.389 -0.068  -0.641
C -0.062 -0.054 -0.495  0.333
C 1.043 0.413 -0.124  -0.275
H -1.827 -0.643 -1.539  0.234
H -1.123 -1.927 -0.499  0.225
H 0.120 1.056 0.495  0.466
H 2.935 1.289 -0.532  0.240
H 2.932 -0.489 -0.577  0.226
H -3.057 -0.031 0.441  0.174
H 2.854 0.376 0.974  0.239
H -1.774 -0.620 1.530  0.148

Summary:
Molar mass ... 84.12 g mol⁻¹
ΔE to the lowest compared entry with this formula, charge and spin ... 506.5 kJ/mol
Highest occupied orbital energy ... -8.5 eV
DFT total energy ... -270.364971 Eh
Kohn-Sham gap ... 9.0629 eV

***

Entry 3:
DFT (the ωB97M-V functional and the def2-TZVPD basis) results for a structure of composition C21H25AuN4S2.

Last column: natural (NBO) charge in e.
Positions of all 53 atoms, in Å:
Au -0.070 -0.981 0.524  1.109
S -2.705 -4.387 -0.657  0.563
S 1.416 0.074 1.950  -0.084
N 2.478 1.298 -0.208  -0.400
N -0.782 0.926 -0.202  -0.531
N 2.116 2.598 1.680  -0.384
N -1.428 -2.183 -0.507  -0.564
C -2.338 -1.992 -1.550  0.187
C 3.185 3.567 1.397  -0.418
C -0.473 -5.014 1.623  -0.156
C 1.402 -4.282 2.923  -0.147
C -1.501 -3.394 0.011  0.074
C 2.816 0.002 -0.796  -0.417
C -4.125 -3.142 -2.741  -0.172
C 1.334 -3.011 2.349  -0.258
C -1.353 4.363 -0.393  -0.589
C -3.426 -0.921 -3.377  -0.174
C 2.462 2.396 -1.178  -0.417
C 0.355 -2.754 1.415  -0.131
C -1.242 1.887 -0.621  0.526
C -0.550 -3.756 1.042  -0.096
C -4.263 -2.030 -3.543  -0.181
C 0.506 -5.275 2.569  -0.181
C 2.025 1.438 1.040  0.396
C -3.148 -3.111 -1.750  -0.246
C -1.825 3.117 -1.151  -0.535
C -2.462 -0.888 -2.392  -0.252
C 1.342 2.872 2.901  -0.417
H 0.571 -6.253 3.024  0.249
H -1.173 -5.789 1.334  0.237
H 1.970 -0.408 -1.356  0.200
H 2.059 -2.271 2.650  0.241
H 0.311 2.552 2.778  0.226
H 3.472 2.701 -1.451  0.234
H -4.748 -4.015 -2.882  0.248
H 3.962 3.105 0.797  0.226
H 3.119 -0.700 -0.026  0.241
H -3.529 -0.078 -4.048  0.234
H -5.011 -2.024 -4.324  0.246
H 3.619 3.867 2.349  0.240
H 3.643 0.152 -1.487  0.239
H -2.909 3.003 -1.085  0.286
H 1.921 3.249 -0.782  0.215
H -1.874 5.231 -0.790  0.256
H -1.568 3.167 -2.211  0.277
H -1.578 4.287 0.669  0.229
H 2.173 -4.483 3.655  0.245
H 1.956 2.042 -2.077  0.221
H -0.284 4.523 -0.524  0.212
H -1.791 -0.049 -2.304  0.209
H 2.805 4.456 0.895  0.221
H 1.774 2.370 3.766  0.230
H 1.365 3.945 3.071  0.233

Summary:
Net charge ... +2
Molar mass ... 594.56 g mol⁻¹
ΔE to the lowest compared entry with this formula, charge and spin ... 0.0 kJ/mol
Highest occupied orbital energy ... -14.2 eV
DFT total energy ... -1965.797581 Eh
Kohn-Sham gap ... 7.5016 eV

***

Entry 4:
DFT (the ωB97M-V functional and the def2-TZVPD basis) results for a structure of composition C15H13F7N2O5S.

Last column: natural (NBO) charge in e.
Positions of all 43 atoms, in Å:
S -2.227 -0.174 -4.375  0.969
F 5.289 0.895 0.344  -0.331
F -7.097 1.327 -0.939  -0.330
F 6.115 -0.977 -0.379  -0.316
F -7.317 -0.772 -0.475  -0.329
F 6.113 0.787 -1.644  -0.325
F -7.479 -0.096 -2.518  -0.307
F 3.134 1.871 5.128  -0.321
O 1.194 0.915 4.469  -0.487
O 3.199 -0.656 -0.267  -0.520
O -0.362 0.042 3.084  -0.575
O 1.787 0.172 2.455  -0.484
O -5.510 -0.079 -1.607  -0.501
N -0.882 -0.122 -3.492  -0.640
N -3.329 -0.244 -3.232  -0.623
C 5.403 0.094 -0.735  0.961
C -0.376 -0.131 -1.093  -0.026
C -6.822 0.088 -1.377  1.167
C 2.954 0.784 3.018  -0.129
C -3.249 -0.237 -0.735  -0.074
C -2.352 -0.238 0.294  -0.190
C -0.946 -0.185 0.129  -0.153
C 4.044 -0.244 -1.295  -0.151
C 0.763 0.350 3.311  0.976
C 1.095 -0.031 -1.374  -0.480
C 1.956 -1.150 -0.777  -0.050
C -1.270 -0.160 -2.216  0.090
C -2.699 -0.217 -2.055  0.158
C -4.722 -0.258 -0.434  -0.091
C 2.609 0.800 4.490  0.445
H 2.885 -0.106 5.031  0.156
H 4.161 -1.009 -2.070  0.192
H -4.925 0.575 0.245  0.199
H 3.062 1.794 2.621  0.208
H -2.757 -0.273 1.298  0.219
H 1.475 0.921 -0.998  0.229
H 3.842 0.209 2.784  0.223
H 3.702 0.661 -1.806  0.191
H 2.202 -1.889 -1.544  0.170
H -5.000 -1.163 0.104  0.205
H 1.244 -0.014 -2.448  0.237
H -0.366 -0.192 1.044  0.234
H 1.457 -1.667 0.036  0.204

Summary:
Molar mass ... 466.33 g mol⁻¹
Highest occupied orbital energy ... -8.8 eV
DFT total energy ... -2162.396916 Eh
Kohn-Sham gap ... 8.3052 eV